This record from the OMol25 dataset describes a molecular structure, C54H48ClN7O2SSe2SiV in a non-equilibrium geometry. The level of theory is wB97M-V/def2-TZVPD.

Output
Expectation value of S²: 3.8537
2S+1: 4
Total energy in Ha: -9514.8865
Molecular weight in Da: 1131.50
HOMO (spin up / spin down) in hartree: -0.017 / -0.026
Relative energy (zero: lowest compared OMol25 entry of this formula, charge and spin) in kcal/mol: 107.5
Frontier orbital gap (spin up / spin down) in eV: 3.87 / 3.30
Total charge: -2

Last column: Mulliken charge in e.
Geometry (Å):
1 V 0.53380 0.51090 0.18677  0.4278
2 N 3.89873 2.35552 -2.45911  -0.1656
3 C 4.72755 1.40516 -3.06752  -0.3930
4 C 5.45414 1.73417 -4.20186  -0.5896
5 C 6.29892 0.80466 -4.79606  -0.5033
6 C 6.39591 -0.47411 -4.27785  -0.6817
7 C 5.65433 -0.81179 -3.15070  -0.5588
8 C 4.84770 0.12283 -2.52837  0.7561
9 S 3.98302 -0.28765 -1.04238  -0.2026
10 N 2.81887 0.90504 -0.94520  0.0986
11 C 2.86050 2.00122 -1.59692  0.7073
12 C 1.78119 2.98246 -1.41797  0.3921
13 C 1.88833 4.30226 -1.84925  -0.9207
14 C 0.81134 5.16209 -1.70763  -0.9811
15 C -0.35881 4.68357 -1.15131  -0.9978
16 C -0.37195 3.37076 -0.69883  -0.7489
17 N 0.66694 2.55093 -0.80079  1.1591
18 H 3.72073 3.16615 -3.02596  0.1423
19 H 5.36344 2.73171 -4.61907  0.3476
20 H 6.87210 1.08472 -5.67056  0.3647
21 H 7.02805 -1.21215 -4.75336  0.3641
22 H 5.70679 -1.81171 -2.73671  0.4553
23 H 2.81647 4.67643 -2.25998  0.5943
24 H 0.88900 6.19420 -2.02461  0.3858
25 H -1.23501 5.30643 -1.05352  0.4820
26 H -1.26006 2.96796 -0.23200  0.3280
27 Se -6.88418 -1.77944 -0.98062  -0.0549
28 N -5.44363 -2.76469 -1.18278  -0.6593
29 C -4.16267 -2.61136 -0.84243  0.3786
30 C -3.29249 -3.69382 -1.10405  -0.4354
31 C -1.96357 -3.63631 -0.75961  -1.3421
32 C -1.48124 -2.50498 -0.11778  0.0505
33 N -2.26644 -1.46754 0.15938  -0.0419
34 C -3.54583 -1.45908 -0.21336  0.2070
35 N -4.21454 -0.33498 0.06703  0.1683
36 H -3.71118 -4.57788 -1.56703  0.4032
37 H -1.29251 -4.45420 -0.98096  0.5186
38 H -0.44038 -2.39890 0.16353  -0.0019
39 O -0.00097 -0.16293 -1.10054  0.4497
40 O -0.29040 -0.84970 -2.17723  -0.8272
41 Cl 1.44769 0.43797 5.78058  -0.2442
42 C 1.79336 1.27216 4.30800  -0.4014
43 C 2.63462 2.36909 4.30361  -0.4480
44 C 2.89068 2.95588 3.07460  -0.9944
45 C 2.29604 2.43945 1.93901  -0.1600
46 N 1.45128 1.40445 1.95196  1.7382
47 C 1.21813 0.82430 3.13514  -0.4264
48 H 3.07506 2.74250 5.21698  0.4772
49 H 3.55149 3.80861 2.99669  0.4676
50 H 2.50771 2.88006 0.97636  -0.0088
51 H 0.56111 -0.03359 3.13932  -0.1056
52 C 1.31909 -1.05324 0.94359  -0.4374
53 C 1.98333 -1.84765 1.61601  0.3612
54 C 2.68812 -2.65534 2.52279  -0.5900
55 C 2.17607 -4.00497 2.74763  -0.0041
56 C 1.67456 -4.75654 1.66810  -0.1585
57 C 1.15969 -6.02858 1.84667  -0.6907
58 C 1.11769 -6.60675 3.11127  -0.4930
59 C 1.56776 -5.86665 4.19738  -0.8432
60 C 2.07559 -4.58808 4.02471  -0.3139
61 C 3.82421 -2.08768 3.20241  1.2350
62 C 4.25868 -0.77051 2.88780  -0.0815
63 C 5.34893 -0.19282 3.50617  -0.4905
64 C 6.07776 -0.88079 4.47488  -0.7803
65 C 5.71218 -2.19380 4.75469  -0.6555
66 C 4.63563 -2.79497 4.12665  -0.8163
67 H 1.70359 -4.31700 0.67769  0.4474
68 H 0.78112 -6.57872 0.99160  0.3760
69 H 0.71588 -7.60347 3.25190  0.3654
70 H 1.50399 -6.28269 5.19787  0.3298
71 H 2.36169 -4.01041 4.89409  0.5571
72 H 3.72646 -0.22364 2.11946  0.0116
73 H 5.64559 0.81219 3.21969  0.3975
74 H 6.91773 -0.41491 4.97744  0.3433
75 H 6.28480 -2.76762 5.47750  0.3627
76 H 4.42968 -3.83624 4.32837  0.5584
77 C -1.60607 2.08287 2.30514  -2.0539
78 Si -1.74478 0.32359 1.29375  2.4982
79 C -3.48263 0.81463 0.58356  -0.8290
80 C -2.02764 -0.73329 2.89135  0.4863
81 C -2.93221 -0.31575 3.87098  -0.5175
82 C -2.99818 -0.92276 5.11820  -0.7309
83 C -2.15424 -1.98499 5.41811  -0.7578
84 C -1.28680 -2.45797 4.44399  -0.6171
85 C -1.23124 -1.84025 3.20013  0.0236
86 H -2.52262 2.68176 2.20672  0.4898
87 H -0.78129 2.72267 1.97942  0.3190
88 H -1.45787 1.90920 3.37653  0.5190
89 H -4.10066 1.30822 1.33939  0.4567
90 H -5.09703 -0.19000 -0.39515  0.1131
91 H -3.33212 1.53353 -0.23248  -0.0183
92 H -3.59445 0.51863 3.65760  0.2294
93 H -3.69722 -0.55966 5.86465  0.3665
94 H -2.16438 -2.43250 6.40584  0.3691
95 H -0.63266 -3.29802 4.65027  0.4129
96 H -0.52810 -2.22052 2.46784  0.0946
97 C -6.72309 2.03919 -7.14848  -1.4650
98 C -5.69098 2.02189 -6.04755  0.8741
99 C -5.28998 3.18907 -5.41315  -1.0800
100 C -4.30583 3.19336 -4.42974  0.6807
101 C -3.93039 4.48227 -3.75948  -1.4133
102 C -3.67576 1.98297 -4.06192  0.3609
103 Se -2.24519 1.96993 -2.80327  -0.2740
104 C -4.11612 0.78481 -4.66132  0.8240
105 C -3.56161 -0.55795 -4.25852  -1.1570
106 C -5.10225 0.83187 -5.64188  -0.8514
107 H -7.13809 3.04023 -7.27834  0.3252
108 H -7.54477 1.35137 -6.93237  0.3226
109 H -6.28407 1.73316 -8.10270  0.2946
110 H -5.75557 4.13350 -5.68844  0.1569
111 H -4.48434 5.32664 -4.18214  0.3622
112 H -2.85738 4.66257 -3.85007  0.2171
113 H -4.13652 4.41904 -2.68799  0.2467
114 H -2.72912 -0.44671 -3.56412  -0.1761
115 H -3.21641 -1.11621 -5.13314  0.3740
116 H -4.33967 -1.15456 -3.77012  0.2191
117 H -5.41962 -0.10179 -6.10252  0.3453

This record from the OMol25 dataset describes a molecular structure, C54H49BF4MnN3O5P2 in a non-equilibrium geometry. The level of theory is wB97M-V/def2-TZVPD.

Output
Expectation value of S²: 8.7583
2S+1: 6
Total energy in Ha: -4885.9731
Molecular weight in Da: 1023.69
HOMO (spin up / spin down) in hartree: -0.151 / -0.174
Relative energy (zero: lowest compared OMol25 entry of this formula, charge and spin) in kcal/mol: 26.2
Frontier orbital gap (spin up / spin down) in eV: 6.33 / 6.95
Total charge: -1

Last column: Mulliken charge in e.
Geometry (Å):
1 Mn -1.18928 -0.89287 1.10705  1.3641
2 N 1.34856 1.67151 -3.05179  -0.2583
3 P 2.40314 0.42574 -2.48104  0.8646
4 C 3.98025 1.25278 -2.36583  0.1200
5 C 4.71486 1.25139 -1.17589  -0.1753
6 C 5.85752 2.06702 -1.07052  -0.2488
7 C 6.25795 2.80042 -2.18524  -0.4830
8 C 5.57139 2.70486 -3.37846  -0.7573
9 C 4.42563 1.91152 -3.49957  -0.4987
10 C 2.45756 -0.67452 -3.93900  0.1340
11 C 3.70506 -1.07272 -4.47448  -0.4139
12 C 3.79030 -1.94802 -5.55050  -0.6620
13 C 2.55924 -2.38152 -6.15724  -0.4910
14 C 1.33330 -1.97358 -5.60232  -0.5714
15 C 1.27192 -1.12642 -4.49539  -0.4753
16 P -0.32854 1.82482 -2.40832  0.1477
17 C -0.17106 3.22382 -1.29353  0.7912
18 C 0.96490 3.99816 -1.24899  -0.6067
19 C 0.99324 5.19939 -0.54489  -0.7704
20 C -0.12776 5.55653 0.17712  -0.4305
21 C -1.24158 4.74645 0.23908  -0.5517
22 C -1.23315 3.55734 -0.45899  -0.4252
23 C -1.29418 2.67666 -3.68641  0.1668
24 C -2.59262 2.26805 -3.94498  -0.3317
25 C -3.32804 2.88423 -4.94417  -0.3421
26 C -2.72127 3.87923 -5.72690  -0.4521
27 C -1.40058 4.24946 -5.49657  -0.8210
28 C -0.71040 3.72988 -4.39937  -0.3442
29 H 1.36104 1.71416 -4.09202  0.3424
30 H 4.41365 0.61693 -0.31713  0.0192
31 H 6.38862 2.09763 -0.10684  0.4021
32 H 7.06866 3.51343 -2.06143  0.3552
33 H 5.87387 3.25151 -4.23059  0.4134
34 H 3.94329 1.77605 -4.46223  0.3896
35 H 4.55870 -0.65264 -3.96000  0.3977
36 H 4.75261 -2.26797 -5.94902  0.3928
37 H 2.61156 -3.01416 -7.02847  0.3787
38 H 0.35183 -2.31031 -5.99553  0.3263
39 H 0.36193 -0.80616 -4.04029  0.5211
40 H 1.78737 3.69287 -1.85025  0.5313
41 H 1.87342 5.80688 -0.55852  0.4616
42 H -0.05420 6.49299 0.76005  0.2856
43 H -2.11399 4.99577 0.82999  0.4310
44 H -2.04399 2.86067 -0.22642  0.1880
45 H -3.07292 1.56126 -3.25707  0.4282
46 H -4.40287 2.59411 -5.10902  0.3444
47 H -3.32887 4.27647 -6.54522  0.3295
48 H -0.98117 5.04009 -6.05921  0.4256
49 H 0.34216 4.00733 -4.22942  0.3696
50 C -8.02585 -0.98641 -0.01902  -0.7260
51 O -7.40103 -0.94573 -1.29765  -0.4501
52 C -6.05455 -1.25634 -1.25795  1.1047
53 C -5.66891 -2.18555 -2.23055  -1.1675
54 C -4.28437 -2.36802 -2.37239  -0.9414
55 C -3.33219 -1.73267 -1.52675  0.8421
56 C -1.96487 -2.19797 -1.56126  0.9644
57 C -1.57122 -3.03826 -2.69626  -2.1869
58 O -1.11046 -1.91096 -0.69132  -0.2043
59 C -3.79749 -0.87836 -0.42842  -0.6785
60 O -3.00217 -0.32819 0.41292  0.0079
61 C -5.18489 -0.63630 -0.36571  -0.8708
62 H -9.02840 -0.52364 -0.20346  0.2326
63 H -7.51339 -0.40611 0.79348  0.2795
64 H -8.11686 -1.99760 0.34942  0.2835
65 H -6.46312 -2.58913 -2.86220  0.3845
66 H -3.91661 -3.11791 -3.07216  0.3589
67 H -1.95173 -2.57189 -3.58994  0.6472
68 H -1.92782 -4.10858 -2.64897  0.3395
69 H -0.47489 -3.13136 -2.78835  0.3342
70 H -5.54068 0.01957 0.40649  0.3213
71 F -2.82922 3.02431 2.80175  -0.3513
72 B -2.15165 1.82314 3.04717  0.1573
73 F -1.12029 1.91006 3.96956  -0.3671
74 F -3.10556 0.86788 3.35733  -0.4171
75 F -1.53704 1.38102 1.76760  -0.1292
76 C 4.73407 1.88774 3.81931  -0.6103
77 C 4.85228 0.94310 2.81971  -0.8761
78 C 3.71573 0.39388 2.22887  0.0611
79 C 2.45438 0.81455 2.70347  -0.2403
80 C 2.32897 1.87314 3.61361  -0.5660
81 C 3.47234 2.42912 4.22076  -0.7464
82 C 1.16112 0.35809 2.12306  0.5318
83 C 0.83205 -0.92198 1.78724  0.1100
84 C 1.61835 -2.11717 2.02100  0.9315
85 C 1.71912 -3.18513 1.08557  -0.7443
86 C 2.47239 -4.33189 1.41268  -0.5140
87 C 3.09372 -4.46383 2.65940  -0.5792
88 C 2.87613 -3.47819 3.62394  -0.8449
89 C 2.12881 -2.35374 3.30508  -0.1678
90 H 5.62615 2.27960 4.25656  0.3939
91 H 5.82308 0.63087 2.43719  0.4494
92 H 3.79991 -0.47087 1.51817  0.8302
93 H 1.31190 2.30201 3.73226  0.3044
94 H 3.39534 3.18119 5.02754  0.3706
95 H 0.45855 1.20483 2.08335  -0.2096
96 H 1.21914 -3.09687 0.13387  0.5712
97 H 2.59634 -5.14752 0.70119  0.3700
98 H 3.77224 -5.27519 2.87457  0.3724
99 H 3.25277 -3.59830 4.61941  0.4503
100 H 1.93449 -1.56825 4.04635  0.4222
101 O -0.58370 0.35296 6.02020  -0.4921
102 C -1.58829 -0.52860 6.53109  -0.5826
103 N -0.96563 -1.84629 6.94704  -0.0726
104 C -0.86079 -3.07096 6.33457  0.1964
105 O -0.35417 -4.00814 6.93432  -0.7218
106 C -1.42916 -3.24318 4.95485  -0.0029
107 C -1.72054 -4.54725 4.48147  -0.5907
108 C -2.11573 -4.70391 3.17002  -0.8761
109 C -2.16602 -3.62223 2.31482  -0.1599
110 N -1.80473 -2.42919 2.72219  0.3750
111 C -1.44744 -2.21573 4.01211  -0.4853
112 H -1.05258 1.03992 5.45193  0.3764
113 H -2.40525 -0.70759 5.77586  0.4593
114 H -2.02078 -0.14022 7.45902  0.2937
115 H -0.47778 -1.82497 7.83038  0.2498
116 H -1.58587 -5.38090 5.18091  0.4502
117 H -2.41685 -5.67900 2.78009  0.3815
118 H -2.46405 -3.68612 1.27126  0.3510
119 H -1.10179 -1.21940 4.22621  0.8018